Formula: C4H3BrO
Source: the OMol25 dataset
Level of theory: ωB97M-V/def2-TZVPD

Cartesian coordinates (Å):
H 1.252 0.127 -2.298
H 1.698 0.960 -0.604
C 0.145 -0.310 -0.750
C -1.547 -0.413 1.377
C -0.393 0.026 0.922
O -2.635 -0.674 1.722
Br 0.994 0.870 2.035
C 1.172 0.271 -1.287
H -0.686 -0.855 -1.117

ΔE to the lowest compared entry with this formula, charge and spin (kcal per mole): 37.2
Strongest force on any atom (hartree/bohr): 0.1151
Highest occupied orbital energy (eV): -8.95
Charge: 0
SMILES: C=CC(Br)=C=O

Formula: C4H3CeO
Source: the OMol25 dataset
Level of theory: ωB97M-V/def2-TZVPD

Cartesian coordinates (Å):
H 0.912 -2.202 -0.013
C -1.721 0.529 -0.010
C -0.376 0.983 -0.223
H -2.380 0.387 -0.873
H -2.203 0.719 0.954
C 0.998 -1.113 0.111
C -0.114 -0.290 -0.032
Ce 2.707 1.606 -0.055
O 2.177 -0.620 0.142

Spin multiplicity: 2
Strongest force on any atom (hartree/bohr): 0.0807
Highest occupied orbital energy (spin up / spin down) (eV): -15.95 / -15.65
Charge: +2
Expectation value of S²: 0.7914